1.
C60H130N8O18V2 | wB97M-V/def2-TZVPD

```
! RIJCOSX wB97M-V def2-TZVPD def2/J DEFGRID3
* xyz 2 7
V -23.94168 11.21566 6.73780
V -25.49490 18.62330 2.06352
C -26.49176 14.78360 5.93051
C -25.54147 13.68134 6.02496
C -24.54434 13.46786 4.82864
O -23.85794 12.41210 4.82932
C -24.51597 14.46658 3.82049
C -25.36800 15.54699 3.82912
C -26.41305 15.68473 4.95584
O -27.33418 16.59326 5.00786
O -25.15335 16.47905 2.88517
O -25.40934 12.88304 6.95690
H -27.32438 14.75153 6.61763
H -23.75166 14.42131 3.05880
C -25.93068 12.16130 -1.61995
C -26.56304 13.31294 -0.81772
C -27.81534 13.85081 -1.64636
C -29.14739 13.01762 -1.45690
C -29.47488 12.85189 0.02330
C -28.33436 12.28957 0.86614
N -27.01336 12.92620 0.56618
O -26.00609 12.58303 1.44947
C -28.77509 12.60462 2.28540
C -28.25600 10.78950 0.66364
C -25.64574 14.57780 -0.61170
H -26.65011 11.38688 -1.88602
H -25.11269 11.66164 -1.10099
H -25.53786 12.60154 -2.53646
H -27.98229 14.91604 -1.48664
H -27.66702 13.64540 -2.70651
H -29.16736 12.08570 -2.02190
H -29.90776 13.69245 -1.85002
H -30.33196 12.18466 0.11452
H -29.77361 13.84700 0.35286
H -29.75396 12.18666 2.52040
H -28.04964 12.26522 3.02475
H -28.91879 13.62731 2.63402
H -27.46576 10.21606 1.14819
H -29.20156 10.31917 0.93346
H -28.29648 10.63693 -0.41487
H -24.78271 14.41476 0.03382
H -26.15027 15.43276 -0.16160
H -25.15202 14.83496 -1.54883
H -25.69577 13.46063 1.68423
C -32.26674 19.09042 5.28754
C -32.16438 17.53324 5.40676
C -33.53790 16.92119 5.80128
C -33.72551 15.45636 5.62775
C -33.26532 14.96797 4.25046
C -31.85686 15.53798 3.82551
N -31.79193 17.00234 4.08495
O -30.50130 17.45539 3.73949
C -30.82780 14.63032 4.57787
C -31.61341 15.29953 2.34406
C -31.20125 17.21512 6.64026
H -31.34240 19.51745 4.89849
H -32.42142 19.55507 6.26133
H -33.10311 19.40604 4.66388
H -33.70306 17.00465 6.87546
H -34.17797 17.47722 5.11627
H -34.79122 15.26538 5.75372
H -33.16154 14.89292 6.37110
H -33.94704 15.44555 3.54671
H -33.30464 13.89293 4.07482
H -30.79760 13.60484 4.20968
H -29.79540 14.96287 4.46983
H -30.91264 14.50241 5.65701
H -32.06695 14.35798 2.03440
H -32.20365 15.95642 1.70515
H -30.56323 15.28969 2.05232
H -30.15586 17.22348 6.33173
H -31.35251 16.17276 6.92081
H -31.29850 17.86339 7.51112
H -29.99169 17.09977 4.47122
C -23.81183 16.29306 13.72180
O -23.98112 15.00065 13.15432
C -23.85479 14.90735 11.75197
C -25.23392 15.03148 11.13412
N -26.01831 13.93036 11.49582
C -27.35515 13.85394 10.93337
C -27.46566 13.57545 9.39097
O -28.79470 13.70370 8.94664
C -29.18901 15.07786 8.75050
H -22.75791 16.54398 13.60182
H -23.92850 16.21447 14.80268
H -24.50460 17.08628 13.44075
H -23.43809 13.95029 11.43815
H -23.22459 15.72795 11.40910
H -25.12268 15.23277 10.06865
H -25.59456 15.97448 11.54496
H -26.02020 13.72866 12.48548
H -27.90747 14.74660 11.22698
H -27.84551 13.08708 11.53302
H -27.17953 12.54885 9.16224
H -26.89693 14.27451 8.77782
H -28.65175 15.51376 7.90822
H -28.99338 15.79245 9.55000
H -30.27418 15.16702 8.70000
C -28.05846 23.11780 1.77673
O -27.89859 21.68290 2.03645
C -28.41278 21.35271 3.28544
C -28.27229 19.82209 3.50652
N -26.93972 19.28373 3.69786
C -26.06790 20.05925 4.58213
C -24.72907 19.39368 4.79434
O -24.08984 19.22107 3.54162
C -22.74536 18.76829 3.77422
H -27.39282 23.67824 2.43317
H -29.07821 23.47451 1.92152
H -27.71210 23.29440 0.75842
H -29.45176 21.65080 3.14486
H -27.99975 21.99984 4.05922
H -28.96986 19.26804 2.87841
H -28.69729 19.84351 4.51003
H -27.06110 18.34442 4.04865
H -26.46098 20.09920 5.59801
H -25.92169 21.07773 4.22238
H -24.83880 18.46413 5.35291
H -24.21006 20.09811 5.44435
H -22.36273 19.22229 4.68832
H -22.00719 18.78383 2.97236
H -22.82516 17.69843 3.96691
C -23.07032 22.56368 3.45098
O -24.15341 22.21460 2.66692
C -23.78573 21.66740 1.39725
C -24.90364 21.44456 0.39194
N -25.87100 20.50214 0.90751
C -26.69074 20.01065 -0.28165
C -27.77772 18.98798 0.06441
O -27.46287 18.07272 1.13528
C -28.36076 16.99644 1.37423
H -23.34597 23.23424 4.26489
H -22.38437 23.25589 2.96270
H -22.60834 21.68824 3.90736
H -23.13913 20.79130 1.44661
H -23.08082 22.35419 0.92873
H -24.41780 21.05409 -0.50226
H -25.43580 22.35495 0.11609
H -26.44884 21.12287 1.45605
H -26.05414 19.59628 -1.06341
H -27.25143 20.82383 -0.74259
H -28.03464 18.36736 -0.79403
H -28.66982 19.51758 0.39873
H -29.30307 17.53188 1.49025
H -27.84366 16.59100 2.24389
H -28.57813 16.24070 0.61944
C -22.53307 13.94622 8.07411
O -22.60276 12.63175 7.58208
C -21.23644 12.35770 7.13496
C -21.06933 10.98876 6.39143
N -21.94125 9.95817 6.94284
C -21.73322 8.69576 6.17345
C -22.56860 8.75066 4.82066
O -23.69919 9.55478 4.97071
C -24.54855 9.59057 3.75795
H -22.28134 14.59776 7.23732
H -21.85537 14.01452 8.92509
H -23.53189 14.15365 8.45808
H -20.60480 12.22950 8.01399
H -20.69850 13.11880 6.56977
H -20.00566 10.75755 6.44844
H -21.27698 11.17006 5.33686
H -21.68024 9.77670 7.90151
H -22.07649 7.85107 6.77076
H -20.71196 8.43850 5.89246
H -22.97828 7.75757 4.63618
H -22.00023 9.10597 3.96112
H -25.01724 8.65854 3.44210
H -24.01739 9.91801 2.86423
H -25.40312 10.24501 3.92975
C -21.32721 14.83114 -2.21338
O -20.86381 13.75338 -1.44878
C -21.82078 12.82040 -0.85300
C -21.17859 11.94937 0.23819
N -20.64096 12.53162 1.45615
C -21.71345 13.11822 2.27382
C -21.00431 13.66990 3.53208
O -20.09255 14.77788 3.29791
C -20.57347 16.02384 2.91760
H -22.18148 14.60713 -2.85224
H -20.47400 15.38240 -2.60866
H -21.59658 15.58212 -1.47070
H -22.23402 12.14618 -1.60317
H -22.64999 13.37805 -0.41765
H -20.29271 11.47638 -0.18560
H -21.83684 11.14619 0.56942
H -20.12657 13.25839 0.97937
H -22.48565 12.38267 2.49919
H -22.09148 14.01221 1.77785
H -20.43063 12.83039 3.92478
H -21.79044 13.98447 4.21848
H -19.88880 16.75053 2.48029
H -20.90194 16.50771 3.83743
H -21.33779 15.95717 2.14335
C -27.23251 10.71641 6.30103
O -25.93190 10.22318 6.62020
C -25.88873 9.23399 7.65750
C -25.60594 9.78408 9.00155
N -24.32391 10.48683 8.85357
C -24.12385 11.48710 9.97609
C -24.12935 10.93969 11.41452
O -23.30059 9.80239 11.50903
C -23.25229 8.94370 12.63799
H -28.02852 9.97203 6.32017
H -27.26122 11.30822 5.38613
H -27.63563 11.27437 7.14618
H -24.97410 8.65332 7.53756
H -26.60310 8.41084 7.64399
H -25.47078 8.95993 9.70199
H -26.32495 10.53977 9.31786
H -23.59630 9.87537 9.19533
H -24.96827 12.17629 9.98406
H -23.21294 12.08302 9.91939
H -25.16328 10.69062 11.65338
H -23.63991 11.67169 12.05696
H -22.61088 9.34875 13.42070
H -22.92528 7.92352 12.43698
H -24.16985 8.79455 13.20714
*
```

Results
HOMO level (alpha / beta) in eV: -11.1 / -11.1
Lowest unoccupied orbital energy (alpha / beta) in eV: -4.459 / -4.522
Expectation value of S²: 12.011



2.
C60H133N7O9 | wB97M-V/def2-TZVPD

```
! RIJCOSX wB97M-V def2-TZVPD def2/J DEFGRID3
* xyz 0 1
C 4.23280 1.72518 -28.92018
C 3.97196 2.97043 -29.75111
C 4.00678 4.25950 -28.88499
C 5.04425 3.05540 -30.83274
C 4.62577 4.01791 -31.93264
C 3.26112 3.65576 -32.51856
C 2.13519 3.63065 -31.47690
C 1.70629 5.07909 -31.19322
C 0.99332 2.84155 -32.12966
N 2.65384 2.84072 -30.37075
O 1.67924 2.52331 -29.39058
H 3.70692 1.52261 -27.99330
H 4.06957 0.87468 -29.59710
H 5.30915 1.64812 -28.73686
H 4.96485 4.77256 -28.81415
H 3.23421 4.93554 -29.23508
H 3.66419 4.03558 -27.86837
H 5.98224 3.40830 -30.40326
H 5.19806 2.09184 -31.33088
H 4.72978 5.05463 -31.59669
H 5.30463 3.97548 -32.79333
H 3.38899 2.67810 -32.99276
H 3.04589 4.36071 -33.32564
H 0.99769 5.46087 -31.92268
H 2.60275 5.69239 -31.09601
H 1.23628 5.13461 -30.20535
H 1.31272 1.85231 -32.46074
H 0.53735 3.42396 -32.92771
H 0.20906 2.62298 -31.39505
H 1.23040 1.75403 -29.75438
C 17.02611 1.05082 -29.07647
C 16.01788 0.92552 -27.91850
C 16.62869 0.06874 -26.79788
C 15.81082 2.34612 -27.37334
C 14.56590 2.42874 -26.48159
C 13.36431 2.04612 -27.30175
C 13.41587 0.60646 -27.82267
C 13.16984 -0.40799 -26.71269
C 12.41026 0.45243 -28.96575
N 14.75990 0.42023 -28.40969
O 14.91650 -0.84276 -29.03349
H 17.59123 1.98167 -29.09909
H 17.73915 0.22637 -28.99992
H 16.51781 0.97141 -30.03663
H 15.91320 -0.12907 -25.99818
H 16.83426 -0.91721 -27.22581
H 17.51775 0.48827 -26.33010
H 16.66177 2.64701 -26.75878
H 15.68643 3.10433 -28.15301
H 14.69037 1.70691 -25.67047
H 14.42268 3.41182 -26.03115
H 13.20655 2.67675 -28.18090
H 12.46421 2.10376 -26.68225
H 13.74802 -0.24016 -25.80905
H 13.25319 -1.43728 -27.06210
H 12.10891 -0.34928 -26.41990
H 11.58796 1.16227 -28.81848
H 11.82626 -0.47489 -28.92300
H 12.80679 0.53315 -29.97418
H 14.63759 -0.66401 -29.93718
C 7.77369 4.14399 -21.39274
C 7.41845 3.53187 -22.74940
C 7.32929 4.64935 -23.78606
C 8.52548 2.52838 -23.10517
C 8.06006 1.56256 -24.16413
C 6.86340 0.79326 -23.61383
C 5.64908 1.69565 -23.35140
C 5.00786 2.11235 -24.67642
C 4.66657 0.90758 -22.50360
N 6.12413 2.84458 -22.57580
O 5.07132 3.79551 -22.44347
H 8.51636 4.94344 -21.44384
H 6.89530 4.66090 -20.99035
H 8.04835 3.38696 -20.66052
H 8.20049 5.30641 -23.76307
H 7.11844 4.32615 -24.80387
H 6.50903 5.32076 -23.51278
H 9.35194 3.13740 -23.48426
H 8.87569 2.00611 -22.21344
H 7.76962 2.17173 -25.02488
H 8.74835 0.78124 -24.49297
H 7.10304 0.33192 -22.65271
H 6.56852 0.04139 -24.34749
H 5.53906 2.94748 -25.13478
H 3.97807 2.45023 -24.57887
H 5.08303 1.28882 -25.39150
H 3.70230 1.42515 -22.45953
H 4.98978 0.80346 -21.46795
H 4.47687 -0.06771 -22.95484
H 4.75856 3.62903 -21.54872
C 14.12356 4.51974 -33.38452
C 12.88903 4.03721 -32.58208
C 12.49557 2.64551 -33.08921
C 13.31114 3.78993 -31.10746
C 13.46995 5.08381 -30.30238
C 12.20881 5.91131 -30.42707
C 11.77863 6.20370 -31.87345
C 10.36099 6.74324 -31.77903
C 12.71233 7.25564 -32.48084
N 11.75464 4.92406 -32.58564
O 11.22330 5.08042 -33.89141
H 15.00870 4.69556 -32.77279
H 14.41394 3.76722 -34.12128
H 13.92221 5.41863 -33.96740
H 12.13823 2.64668 -34.11865
H 13.37160 2.01020 -32.95947
H 11.67822 2.24441 -32.48627
H 12.70394 3.05702 -30.58082
H 14.32365 3.40290 -31.25922
H 13.63041 4.76464 -29.27086
H 14.31912 5.65982 -30.67780
H 12.26105 6.84096 -29.85600
H 11.41397 5.32050 -29.95253
H 9.96510 7.05541 -32.74757
H 10.33735 7.56871 -31.06741
H 9.68049 5.96667 -31.42791
H 12.43323 8.22196 -32.05043
H 12.43354 7.43117 -33.53156
H 13.77800 7.06472 -32.45641
H 11.86376 5.64071 -34.35611
C 4.88786 8.19524 -31.66148
C 5.74638 9.03306 -30.71003
C 7.18702 8.51421 -30.77960
C 5.71842 10.52568 -30.99667
C 4.38660 11.12059 -30.61069
C 4.19561 10.94320 -29.10219
C 4.29737 9.50307 -28.59237
C 4.68403 9.56732 -27.12329
C 2.94393 8.78162 -28.73954
N 5.33674 8.79019 -29.33093
O 5.48343 7.43989 -28.98410
H 5.02986 7.14981 -31.38728
H 3.81578 8.39561 -31.62172
H 5.15138 8.28255 -32.72211
H 7.21159 7.42960 -30.92966
H 7.66375 8.85742 -31.70674
H 7.77136 8.73921 -29.89212
H 6.50241 11.03195 -30.42434
H 6.00117 10.61944 -32.05023
H 4.24280 12.18718 -30.80614
H 3.55744 10.65805 -31.15774
H 3.19948 11.34817 -28.89467
H 4.87163 11.59097 -28.53712
H 5.71001 9.92159 -26.99265
H 4.61337 8.62640 -26.57086
H 4.02876 10.27182 -26.59996
H 2.17473 9.36550 -28.21811
H 2.96023 7.81258 -28.24201
H 2.62352 8.69363 -29.77569
H 6.06902 7.46174 -28.20874
C 8.99790 15.18194 -26.05649
C 9.84886 14.66845 -27.22595
C 9.89826 15.76832 -28.28524
C 11.29617 14.40525 -26.78162
C 11.49752 13.00466 -26.16228
C 10.89494 11.92131 -27.05127
C 9.40439 12.16029 -27.33338
C 9.00834 11.12247 -28.38267
C 8.58716 11.86265 -26.07017
N 9.30607 13.48988 -27.89982
O 8.01188 13.77828 -28.41785
H 8.14015 15.74072 -26.43602
H 8.64943 14.40067 -25.38965
H 9.56092 15.92241 -25.48327
H 8.93539 16.23645 -28.48519
H 10.54747 16.58616 -27.94303
H 10.34571 15.44550 -29.22577
H 12.05288 14.58418 -27.54561
H 11.49324 15.11255 -25.97312
H 12.57805 12.83548 -26.14693
H 11.10901 13.00811 -25.14424
H 11.01586 10.96877 -26.53207
H 11.40446 11.95178 -28.01624
H 9.04854 10.12158 -27.94279
H 9.73742 11.04785 -29.19603
H 7.99802 11.25451 -28.76994
H 8.60888 10.81029 -25.78818
H 7.55606 12.21960 -26.15007
H 8.96372 12.40585 -25.19712
H 8.08676 13.43958 -29.31471
C 10.33182 3.66833 -26.38361
O 9.42502 4.75925 -26.38433
C 8.56243 4.72878 -27.52468
C 8.12487 6.12799 -27.82698
C 9.29385 7.01077 -28.27572
N 7.33614 6.79524 -26.76487
H 11.28863 4.00528 -25.98046
H 10.43597 3.32237 -27.41201
H 10.01211 2.84770 -25.73227
H 9.00034 4.25573 -28.41141
H 7.71741 4.07667 -27.24155
H 7.46762 6.02530 -28.70061
H 9.16974 7.24724 -29.33130
H 10.27138 6.52948 -28.19302
H 9.36222 7.94631 -27.71918
H 6.94869 6.07415 -26.16213
H 8.01405 7.29225 -26.19003
C 7.97121 0.85952 -27.90009
O 8.97660 0.62057 -28.87942
H 7.34424 1.71474 -28.16822
H 7.35920 -0.02660 -27.72622
H 8.46966 1.14124 -26.97581
H 8.63672 0.02300 -29.54977
C 9.95533 7.56471 -24.34530
O 8.99520 8.53259 -24.78634
H 9.82026 6.61440 -24.87384
H 10.95381 7.94112 -24.54638
H 9.80634 7.33952 -23.28686
H 8.23831 8.50837 -24.19461
*
```

Results
HOMO level in eV: -7.4
Structure (SMILES): CC1(C)CCCC(C)(C)N1O.CC1(C)CCCC(C)(C)N1O.CC1(C)CCCC(C)(C)N1O.CC1(C)CCCC(C)(C)N1O.CC1(C)CCCC(C)(C)N1O.CC1(C)CCCC(C)(C)N1O.COC[C@H](C)N.CO.CO
Lowest unoccupied orbital energy in eV: 0.421
Energy relative to the best compared isomer or geometry (same formula, charge and spin) in kJ/mol: 0.0



In order of appearance, max |F| = 5.98; 1.73 eV/Å.